Entry 1:
ORCA calculation (ωB97M-V/def2-TZVPD) on C4H8Br2Si in the gas phase in a non-equilibrium geometry.

The geometry in XYZ format:
```
15
Properties=species:S:1:pos:R:3:forces:R:3
C -1.809913 1.160811 0.100833 -0.2 -0.3 2.8
C -0.385765 1.526103 0.347522 -1.0 2.6 -0.8
C 0.138950 -1.798954 -0.368439 1.2 -0.8 0.7
C 1.575264 -1.201380 -0.057115 -1.2 1.6 -1.4
Si 1.221073 0.679178 0.308035 1.9 -2.6 1.8
Br 2.953148 2.072369 0.265490 -0.3 0.0 -0.4
Br -3.338470 2.490194 0.520240 1.3 -0.5 -0.1
H -2.128269 0.281210 0.773125 0.5 1.1 -1.5
H -1.996928 1.047655 -0.927112 -0.4 -0.7 -1.3
H 0.026310 2.562988 0.148520 -1.4 -0.6 0.2
H 0.303611 -2.847692 -0.786965 -0.7 1.7 -0.4
H -0.343607 -2.045206 0.603945 0.2 0.5 -0.5
H -0.484392 -1.018563 -0.878432 0.3 -1.5 -0.2
H 2.339258 -1.225055 -0.876101 -0.8 -0.5 0.5
H 1.929731 -1.683656 0.826449 0.6 -0.1 0.5
```
Forces are in eV/Å.

Spin multiplicity   3
Max |F|   3.7 eV Å⁻¹
Energy   -152236.730 eV
Orbital gap (spin up / spin down)   5.8 / 8.4 eV

Results of the natural (NBO) charge analysis, in e, for atoms 1 through 5: -0.4455 -0.5818 -0.6348 -0.8133 1.0105

Entry 2:
ORCA calculation (ωB97M-V/def2-TZVPD) on a gas-phase ion, C4H8BrN3P (charge +1) in a non-equilibrium geometry.

The geometry in XYZ format:
```
17
Properties=species:S:1:pos:R:3:forces:R:3
N -0.644685 2.392378 -0.109202 0.5 -0.2 -0.3
C -0.168292 1.149777 -0.110330 1.4 -1.6 -0.3
N 0.060012 0.418459 -1.248799 -0.1 1.8 4.0
C 0.730835 -0.874628 -1.281538 0.6 -3.0 0.5
C -0.167792 -1.985860 -0.699657 -0.7 0.2 -1.1
Br -1.222689 -3.161397 -1.736359 0.2 0.1 -0.7
N -0.461257 -2.051771 0.520457 1.2 -1.0 -1.7
C -0.302636 -1.563720 1.623970 -0.7 0.9 4.3
P 0.341008 0.416041 1.651209 0.1 2.4 -0.5
H -0.410032 3.015899 0.674887 -0.5 -0.7 -0.4
H -0.866393 2.874760 -0.978178 0.1 -0.1 0.2
H -0.317626 0.835127 -2.052592 -0.2 0.2 -1.7
H 1.713714 -1.020745 -0.626339 -1.8 1.3 -1.4
H 0.925981 -1.172615 -2.353563 0.0 0.7 1.3
H 0.034666 -2.085835 2.567483 -0.3 0.7 -1.3
H 1.356680 1.460363 1.870199 -0.1 -0.3 -0.4
H -0.601491 1.353769 2.288351 0.4 -1.5 -0.2
```
Forces are in eV/Å.

Net charge   +1
Spin multiplicity   1
Max |F|   4.4 eV Å⁻¹
Structure (SMILES)   [NH2+]=C1NCC(Br)=NC=[PH2]1
Energy   -88068.216 eV
Orbital gap   6.8 eV

Results of the natural (NBO) charge analysis, in e, for atoms 1 through 5: -0.7373 0.3793 -0.5312 -0.3092 0.0514

Entry 3:
ORCA calculation (ωB97M-V/def2-TZVPD) on 3 unconnected molecules or ions with the total composition C4H8Cl2NO2S in a non-equilibrium geometry.

The geometry in XYZ format:
```
18
Properties=species:S:1:pos:R:3:forces:R:3
C -1.070234 -0.240578 -1.384923 -0.3 2.1 0.3
C -1.442811 -0.115311 0.163028 -1.1 1.6 -0.8
C 0.134386 -2.112396 -0.178725 0.5 -0.9 0.0
C -0.933988 1.039362 1.071084 2.1 -1.9 -0.5
N -0.682348 -1.166307 -0.397464 1.9 -0.9 0.2
O 2.176991 0.545710 1.942126 1.0 -0.3 -0.3
O 2.237339 -1.443052 0.617782 0.6 -0.6 -0.5
S 2.998307 -0.385166 1.210591 -1.0 1.0 0.9
Cl -1.516741 2.592594 0.461205 -0.2 -0.4 0.4
Cl 1.857659 2.030058 -1.495664 -0.5 0.5 0.0
H -1.920462 -0.541252 -1.955068 -0.3 -0.4 -0.4
H -0.356473 0.450786 -1.959315 -0.7 -1.2 1.5
H -2.460815 -0.398594 0.423308 0.0 -0.1 -0.4
H 0.776178 -2.519686 -1.015309 -1.1 0.4 1.0
H 0.210174 -2.554478 0.837677 -0.2 0.4 -0.9
H 0.988169 3.004480 -1.444571 0.5 -0.5 0.0
H 0.187803 1.049060 0.981293 -1.2 0.2 0.3
H -1.183135 0.764766 2.122941 -0.1 0.9 -0.8
```
Forces are in eV/Å.

Net charge   +1
Spin multiplicity   1
Max |F|   2.9 eV Å⁻¹
Energy   -45733.560 eV
Orbital gap   9.4 eV

Results of the natural (NBO) charge analysis, in e, for atoms 1 through 5: -0.2336 -0.0399 0.1575 -0.4259 -0.2836

Entry 4:
ORCA calculation (ωB97M-V/def2-TZVPD) on C4H8Cl2OS in the gas phase in a non-equilibrium geometry.

The geometry in XYZ format:
```
16
Properties=species:S:1:pos:R:3:forces:R:3
C -2.850566 -0.049102 -0.162935 -2.6 -0.4 3.9
C -1.520784 -0.210218 0.487788 2.7 2.0 -0.7
S -0.074776 0.639555 -0.178210 -1.9 -2.4 1.6
O 0.076586 0.542655 -1.600467 -0.3 -0.3 -1.2
Cl 0.868469 2.558809 0.041793 -0.1 0.5 0.5
C 1.291683 -0.333494 0.620883 0.2 1.9 1.2
C 2.278054 -0.370966 -0.490602 2.8 1.1 2.0
Cl 3.927742 -0.885655 0.290818 -1.3 -0.2 -0.8
H -3.534352 0.772972 0.240840 1.3 -0.5 -0.8
H -2.705413 -0.039284 -1.169517 0.1 0.4 -3.0
H -3.582338 -0.923852 0.043579 1.7 0.8 -0.2
H -1.275197 0.004401 1.533185 -0.9 -0.5 0.3
H 0.947141 -1.311577 0.733002 -0.9 -1.4 0.5
H 1.681619 0.040495 1.625840 -0.7 0.0 -1.6
H 2.574159 0.617730 -0.828431 -0.4 -0.2 -0.5
H 1.897967 -1.052462 -1.187569 0.4 -0.9 -1.4
```
Forces are in eV/Å.

Spin multiplicity   1
Max |F|   4.7 eV Å⁻¹
Structure (SMILES)   CC=[S@@](=O)(Cl)CCCl
Energy   -42201.567 eV
Orbital gap   8.1 eV

Results of the natural (NBO) charge analysis, in e, for atoms 1 through 5: -0.6797 -0.4784 1.5871 -0.9296 -0.3380

Entry 5:
ORCA calculation (ωB97M-V/def2-TZVPD) on 2 unconnected molecules or ions with the total composition C4H8Cl4.

The geometry in XYZ format:
```
16
Properties=species:S:1:pos:R:3:forces:R:3
Cl -0.616133 1.889697 1.231802 0.0 0.0 -0.1
C -1.509710 1.462198 -0.255644 -0.1 0.0 0.2
C -0.815981 1.942618 -1.491924 0.3 0.1 -0.1
Cl 0.703334 1.053086 -1.810917 -0.1 0.1 -0.1
H -2.479827 1.953053 -0.193176 0.0 -0.1 0.1
H -1.640327 0.384280 -0.272446 -0.1 0.0 0.0
H -0.553318 2.991607 -1.394723 0.0 0.0 -0.1
H -1.464658 1.795088 -2.352185 0.0 0.0 0.0
Cl 0.319591 -2.725639 2.477581 0.0 -0.1 0.1
C 0.636492 -1.368385 1.376152 -0.1 0.3 0.1
C 1.555664 -1.752003 0.257804 0.0 -0.3 -0.3
Cl 0.858157 -3.007945 -0.821186 0.0 0.1 0.1
H 1.104420 -0.565756 1.946103 0.0 -0.1 0.1
H -0.323050 -1.001226 1.025264 0.0 -0.1 -0.1
H 2.480181 -2.153064 0.662615 0.1 0.0 -0.1
H 1.745165 -0.897607 -0.385121 0.1 0.0 0.2
```
Forces are in eV/Å.

Spin multiplicity   1
Max |F|   0.4 eV Å⁻¹
Structure (SMILES)   ClCCCl.ClCCCl
Energy   -54367.918 eV
Orbital gap   11.2 eV

Results of the natural (NBO) charge analysis, in e, for atoms 1 through 5: -0.0631 -0.3854 -0.3816 -0.0676 0.2283

Entry 6:
ORCA calculation (ωB97M-V/def2-TZVPD) on 4 unconnected molecules or ions with the total composition C4H8Cl8 in a non-equilibrium geometry.

The geometry in XYZ format:
```
20
Properties=species:S:1:pos:R:3:forces:R:3
Cl -0.318590 2.595974 6.358692 0.2 0.1 -0.2
C 0.570929 1.297608 5.558843 -0.2 -0.5 0.1
Cl -0.476813 0.359162 4.466014 0.0 0.1 0.0
H 1.412507 1.658732 4.981849 -0.1 0.3 0.0
H 0.898909 0.609012 6.328203 0.1 0.0 0.0
Cl -2.164998 -4.462033 -3.011236 0.1 0.2 -0.2
C -0.641149 -3.734832 -2.502844 0.3 -0.7 0.7
Cl 0.017403 -4.660680 -1.095678 -0.1 0.5 -0.3
H 0.123030 -3.812243 -3.264864 -0.2 0.0 -0.3
H -0.806094 -2.708030 -2.205616 -0.1 0.0 0.1
Cl 1.830203 -0.172127 1.613735 0.0 -0.1 0.1
C 0.374464 0.461759 0.872664 -0.2 0.5 -0.4
Cl 0.007815 -0.326582 -0.678091 -0.1 -0.1 0.0
H -0.482043 0.369282 1.528898 0.1 -0.3 0.1
H 0.520037 1.509720 0.631504 0.2 0.0 0.1
Cl -1.722489 2.816791 -4.181788 0.3 -0.3 0.2
C -0.125173 2.040683 -3.875538 -0.8 0.5 -0.3
Cl 1.142309 3.259866 -3.976888 0.2 -0.2 0.1
H -0.146523 1.596562 -2.890016 0.1 0.0 0.1
H -0.013734 1.301379 -4.657843 0.3 0.0 0.0
```
Forces are in eV/Å.

Spin multiplicity   1
Max |F|   1.0 eV Å⁻¹
Structure (SMILES)   ClCCl.ClCCl.ClCCl.ClCCl
Energy   -104456.996 eV
Orbital gap   11.4 eV

Results of the natural (NBO) charge analysis, in e, for atoms 1 through 5: -0.0135 -0.3886 -0.0446 0.2248 0.2233

Entry 7:
ORCA calculation (ωB97M-V/def2-TZVPD) on a molecular structure, C4H8ClCuO8S2 in a non-equilibrium geometry.

The geometry in XYZ format:
```
24
Properties=species:S:1:pos:R:3:forces:R:3
Cu 2.490139 -2.376441 -1.795951 -1.1 0.7 1.7
Cl 1.133882 -1.521222 0.289177 1.0 -0.7 -1.8
C 2.265700 1.526226 1.525668 -2.2 0.8 0.7
C 1.728280 1.526485 2.959671 1.1 -0.7 0.6
O 1.385186 2.873869 3.266951 -0.4 0.7 -0.7
S 2.471907 3.828596 2.574480 0.7 0.2 0.2
O 3.591211 3.970867 3.442283 0.0 -0.6 0.0
O 1.918975 5.028936 2.065817 -0.7 -0.4 -0.2
O 2.811249 2.840032 1.359886 0.9 0.2 0.1
H 1.364022 1.550256 0.911790 0.3 -0.6 -0.5
H 2.902377 0.671871 1.333358 0.4 0.4 -0.3
H 2.513225 1.257069 3.672350 -0.1 -0.3 0.0
H 0.877222 0.862292 3.070893 -0.2 0.2 0.1
C -1.991047 -2.686809 -1.450332 -0.5 0.8 0.4
C -1.727663 -1.247168 -1.979201 1.0 -1.2 -0.1
O -2.997642 -0.814591 -2.425024 0.0 0.9 -0.9
S -3.702914 -2.051195 -3.175666 0.4 0.6 2.0
O -3.010769 -2.354239 -4.377575 0.1 -0.2 0.0
O -5.099451 -1.858835 -3.129813 -0.1 -0.1 -0.3
O -3.297061 -3.008125 -1.954514 -0.2 -1.0 -1.0
H -2.117988 -2.672823 -0.371028 0.3 -0.2 0.0
H -1.246399 -3.406522 -1.777221 -0.1 -0.1 0.0
H -1.001864 -1.336244 -2.793588 -0.3 0.3 -0.3
H -1.260580 -0.602285 -1.242409 -0.6 0.2 0.2
```
Forces are in eV/Å.

Spin multiplicity   1
Max |F|   2.4 eV Å⁻¹
Energy   -99487.131 eV
Orbital gap   7.7 eV

Results of the natural (NBO) charge analysis, in e, for atoms 1 through 5: 0.8489 -0.8381 -0.0927 -0.1078 -0.6778

Entry 8:
ORCA calculation (ωB97M-V/def2-TZVPD) on a gas-phase ion, C4H8ClFN3 (charge +1) in a non-equilibrium geometry.

The geometry in XYZ format:
```
17
Properties=species:S:1:pos:R:3:forces:R:3
C 0.993274 -0.173805 -1.008133 -1.6 1.6 -0.7
C -0.204930 0.891931 -0.526425 1.6 0.5 -1.2
C -1.078700 0.368277 0.501824 -2.4 -3.5 -0.7
C -1.035710 0.577494 1.970108 0.1 3.1 -1.2
N 1.057221 -1.338475 -0.567031 1.1 -1.6 0.2
N 1.831516 0.349529 -1.911674 -0.6 0.7 0.1
N 0.161827 -1.785697 0.315477 -2.9 1.0 -0.7
F -0.891354 1.303350 -1.693567 0.5 -0.9 1.1
Cl -0.759758 -3.224756 -0.286379 1.1 1.3 0.8
H 0.454319 1.747179 -0.277941 -0.7 -0.2 0.4
H -2.054140 -0.177565 0.031997 2.3 1.7 1.2
H -0.961683 1.699758 2.039344 -0.3 -0.2 -0.3
H -0.080192 0.468180 2.414065 1.0 -1.0 0.6
H -1.890724 0.431705 2.611064 -0.2 -1.1 -0.3
H 1.470003 1.036962 -2.565455 0.0 0.0 0.4
H 2.512627 -0.257499 -2.305246 0.5 -0.6 -0.2
H 0.476404 -1.916568 1.257971 0.4 -0.7 0.4
```
Forces are in eV/Å.

Net charge   +1
Spin multiplicity   1
Max |F|   4.3 eV Å⁻¹
Energy   -23976.518 eV
Orbital gap (spin up / spin down)   7.8 / 7.8 eV

Results of the natural (NBO) charge analysis, in e, for atoms 1 through 5: 0.5044 0.0178 0.1255 -0.7328 -0.3170

Entry 9:
ORCA calculation (ωB97M-V/def2-TZVPD) on a molecular structure, C4H8ClFN3 in a non-equilibrium geometry.

The geometry in XYZ format:
```
17
Properties=species:S:1:pos:R:3:forces:R:3
C 0.644153 0.294750 1.287340 1.5 -1.2 -0.1
C 0.758567 -0.931740 0.292300 3.6 1.2 0.7
C -0.123650 -0.624998 -0.823387 -2.7 -1.0 -2.0
C 0.371105 0.214505 -1.942063 -1.2 -2.1 -2.8
N 1.532583 0.584023 2.122240 -0.4 -1.2 -0.1
N -0.590240 0.882998 1.075763 -0.5 1.9 0.7
N -1.374171 0.450576 0.101684 -1.1 -2.7 -1.6
F 0.318062 -2.030841 0.897041 -1.1 -1.4 1.4
Cl -2.697862 -0.718724 0.692800 0.4 0.4 -0.2
H 1.913152 -1.211458 0.096178 -2.5 1.5 -0.2
H -0.753533 -1.591717 -1.136186 1.1 2.5 0.8
H 1.143474 -0.419441 -2.414387 0.2 0.2 0.4
H 0.800169 1.123217 -1.656221 0.6 1.5 0.4
H -0.310898 0.280191 -2.883148 0.6 0.3 2.1
H 1.353707 1.116691 2.971935 -0.2 0.5 -0.6
H -0.946941 1.502394 1.788601 -0.3 0.2 -0.1
H -2.037677 1.079573 -0.470494 2.0 -0.5 1.1
```
Forces are in eV/Å.

Net charge   +1
Spin multiplicity   1
Max |F|   3.8 eV Å⁻¹
Energy   -23976.903 eV
Orbital gap   9.4 eV

Results of the natural (NBO) charge analysis, in e, for atoms 1 through 5: 0.3968 0.0506 0.0842 -0.7067 -0.5830

Entry 10:
ORCA calculation (ωB97M-V/def2-TZVPD) on 2 unconnected molecules or ions with the total composition C4H8ClN in a non-equilibrium geometry.

The geometry in XYZ format:
```
14
Properties=species:S:1:pos:R:3:forces:R:3
C 1.320673 -0.729650 -0.012519 1.2 0.4 0.0
C -1.259466 0.551976 -0.336464 0.5 0.0 -0.1
C 0.529919 -1.968763 0.049079 -0.2 -0.5 0.0
C -1.203823 1.932805 0.170600 0.0 0.2 0.2
N 2.562732 -0.703059 0.072678 -1.0 -0.2 -0.1
Cl 3.508521 0.737345 -0.022889 -0.2 0.3 0.0
H -1.593808 -0.233907 0.310810 -0.1 -0.2 0.1
H -1.228873 0.356561 -1.391972 0.0 -0.1 -0.2
H -0.074691 -2.049467 -0.852079 -0.1 0.0 0.0
H -0.135062 -1.932890 0.909088 -0.1 0.0 0.0
H 1.171807 -2.847713 0.139922 0.1 0.0 0.0
H -0.505757 2.019034 1.005511 0.0 0.1 0.0
H -2.181530 2.233778 0.564148 0.0 0.1 0.0
H -0.910643 2.633950 -0.605913 0.0 0.1 0.0
```
Forces are in eV/Å.

Spin multiplicity   1
Max |F|   1.2 eV Å⁻¹
Energy   -18285.315 eV
Orbital gap (spin up / spin down)   7.5 / 8.9 eV

Results of the natural (NBO) charge analysis, in e, for atoms 1 through 5: 0.3432 -0.2761 -0.7157 -0.6934 -0.4712